Entry 1:
Here is a gas-phase ion, CH3O4Si (charge -1) at a distorted geometry from OMol25. Energies are from ωB97M-V with the def2-TZVPD basis set.

Geometry as XYZ:
```
9
CH3O4Si (ωB97M-V with the def2-TZVPD basis set)
C 0.66 0.29 -1.00
O 1.23 -0.98 -1.04
O 0.68 1.13 -1.94
O -1.88 0.05 0.46
O 0.77 -0.85 1.23
Si -0.25 0.31 0.74
H -2.06 -0.37 -0.43
H 1.35 -1.01 0.36
H -0.51 1.43 1.62
```

Values from the calculation:
SMILES string = O=C([O-])[SiH](O)O
Total charge = -1
Multiplicity = 1
DFT total energy = -630.495480 a.u.
E_HOMO = -0.1566 hartree

These are the Mulliken partial charges, in e, on atoms 1 to 5: atom 1 (C): 0.319, atom 2 (O): -0.713, atom 3 (O): -0.647, atom 4 (O): -0.530, atom 5 (O): -0.551

Entry 2:
Here is a single CH3P molecule at a distorted geometry from OMol25. Energies are from ωB97M-V with the def2-TZVPD basis set.

Geometry as XYZ:
```
5
CH3P (ωB97M-V with the def2-TZVPD basis set)
C 0.07 -0.60 0.10
P -0.87 0.90 -0.42
H -0.59 -1.41 0.57
H 1.04 -0.62 0.40
H 0.36 1.73 -0.65
```

Values from the calculation:
SMILES string = C=P
Multiplicity = 1
DFT total energy = -381.164369 a.u.
E_HOMO = -0.3432 hartree

Per-atom Mulliken charges, elementary charge units: atom 1 (C): -0.536, atom 2 (P): 0.022, atom 3 (H): 0.209, atom 4 (H): 0.281, atom 5 (H): 0.024

Entry 3:
Here is a single CH3P3 molecule at a distorted geometry from OMol25. Energies are from ωB97M-V with the def2-TZVPD basis set.

Geometry as XYZ:
```
7
CH3P3 (ωB97M-V with the def2-TZVPD basis set)
C -0.02 -0.73 -0.06
P 1.72 -1.00 -0.41
P 2.56 0.81 -0.48
P -1.07 0.82 -0.13
H -0.75 -1.51 -0.51
H -0.45 1.41 0.90
H -1.99 0.20 0.69
```

Values from the calculation:
SMILES string = P#P=CP
Multiplicity = 1
DFT total energy = -1063.814152 a.u.
E_HOMO (alpha / beta) = -0.3027 / -0.3066 hartree

These are the Mulliken partial charges, in e, on atoms 1 to 5: atom 1 (C): -0.325, atom 2 (P): 0.045, atom 3 (P): -0.060, atom 4 (P): -0.019, atom 5 (H): 0.263

Entry 4:
Here is 2 unconnected molecules or ions with the total composition CH3PS at a distorted geometry from OMol25. Energies are from ωB97M-V with the def2-TZVPD basis set.

Geometry as XYZ:
```
6
CH3PS (ωB97M-V with the def2-TZVPD basis set)
C 0.01 0.02 -0.22
P 3.16 0.54 0.82
S 4.00 -0.34 -0.69
H -0.03 0.25 -1.28
H 0.15 -0.98 0.13
H -0.55 0.75 0.40
```

Values from the calculation:
Multiplicity = 1
DFT total energy = -779.322976 a.u.
E_HOMO (alpha / beta) = -0.3240 / -0.2804 hartree

These are the Mulliken partial charges, in e, on atoms 1 to 5: atom 1 (C): -0.920, atom 2 (P): 0.168, atom 3 (S): -0.163, atom 4 (H): 0.281, atom 5 (H): 0.354

Entry 5:
Here is a molecular structure, CH49AgO24 at a distorted geometry from OMol25. Energies are from ωB97M-V with the def2-TZVPD basis set.

Geometry as XYZ:
```
75
CH49AgO24 (ωB97M-V with the def2-TZVPD basis set)
Ag 1.12 -1.09 -2.03
C 3.19 0.04 0.45
O 2.68 0.24 -0.84
H 4.33 0.21 0.39
H 2.74 0.80 1.01
H 2.99 -0.95 0.90
O 0.19 -2.97 -6.92
H 0.77 -2.53 -6.29
H 0.83 -2.95 -7.65
O 2.93 -2.96 -2.72
H 3.48 -2.99 -1.89
H 3.47 -2.77 -3.50
O -2.79 -3.01 -0.13
H -3.76 -3.27 0.15
H -2.53 -2.61 0.66
O 0.50 -0.82 2.02
H 0.94 -0.17 2.59
H -0.23 -0.32 1.53
O -1.30 -4.06 -3.90
H -1.18 -4.70 -4.62
H -1.10 -4.53 -3.06
O 1.15 4.05 3.75
H 0.26 3.94 3.38
H 1.61 4.60 3.10
O 4.81 -3.18 -0.22
H 3.96 -3.20 0.27
H 5.17 -4.05 -0.01
O -1.98 -2.01 2.41
H -1.02 -1.91 2.40
H -2.28 -1.16 2.73
O 3.64 4.41 1.02
H 3.84 5.38 0.81
H 3.86 4.20 1.92
O -1.07 -0.42 -0.40
H -1.88 -0.51 -0.87
H -0.75 0.45 -0.80
O -2.59 3.56 3.99
H -3.44 3.26 4.33
H -2.31 4.26 4.62
O 1.95 -2.93 0.47
H 1.34 -3.63 0.33
H 1.33 -2.26 0.77
O -0.34 -1.59 -3.81
H -1.09 -0.96 -3.78
H -0.52 -2.58 -3.83
O -4.85 2.12 -1.87
H -4.25 2.31 -1.15
H -5.22 3.01 -2.14
O 2.39 2.86 -1.08
H 2.99 3.46 -0.61
H 2.85 2.06 -1.33
O -2.91 0.33 -3.20
H -3.65 0.81 -2.84
H -3.38 -0.37 -3.72
O -0.34 1.75 -1.97
H -0.95 1.95 -2.71
H 0.40 2.37 -1.98
O -1.09 1.97 2.09
H -1.58 1.97 1.26
H -1.64 2.41 2.75
O -0.64 -4.84 -1.21
H -0.88 -5.81 -1.19
H -1.28 -4.29 -0.66
O -4.21 4.47 1.91
H -3.64 4.30 2.63
H -5.03 4.06 2.21
O -2.80 2.92 -0.06
H -1.98 3.40 -0.24
H -3.34 3.39 0.62
O 2.53 -1.94 4.78
H 2.40 -2.37 3.94
H 3.38 -2.31 5.10
O 1.70 1.01 3.72
H 2.49 0.73 4.23
H 1.66 1.93 3.97
```

Values from the calculation:
Total charge = +1
Expectation value of S² = 0.754
Multiplicity = 2
DFT total energy = -2019.983304 a.u.
E_HOMO (alpha / beta) = -0.4579 / -0.4539 hartree

These are the Mulliken partial charges, in e, on atoms 1 to 5: atom 1 (Ag): 1.002, atom 2 (C): -0.241, atom 3 (O): -0.408, atom 4 (H): 0.333, atom 5 (H): 0.293

Entry 6:
Here is 2 unconnected molecules or ions with the total composition CH4BClS at a distorted geometry from OMol25. Energies are from ωB97M-V with the def2-TZVPD basis set.

Geometry as XYZ:
```
8
CH4BClS (ωB97M-V with the def2-TZVPD basis set)
B 0.27 -1.34 0.98
C -0.38 1.36 -1.17
S 0.99 1.24 -0.24
Cl 0.34 -0.93 2.57
H 1.15 -1.94 0.55
H -0.78 -1.12 0.22
H -0.82 0.36 -1.35
H -0.78 2.37 -1.57
```

Values from the calculation:
SMILES string = BCl.C=S
Multiplicity = 1
DFT total energy = -923.675235 a.u.
E_HOMO = -0.3414 hartree

These are the Mulliken partial charges, in e, on atoms 1 to 5: atom 1 (B): 0.318, atom 2 (C): -0.251, atom 3 (S): -0.164, atom 4 (Cl): -0.145, atom 5 (H): -0.068